# C5H16NO2

3 unconnected molecules or ions with the total composition C5H16NO2 in a non-equilibrium geometry (wB97M-V/def2-TZVPD, the Open Molecules 2025 dataset).

HOMO: -0.4835 hartree
LUMO level: -2.92 eV
Total energy: -405.0908 Eh
Charge: +1

CARTESIAN COORDINATES (ANGSTROEM)
N 0.699 1.215 0.084
H 0.365 1.346 2.136
H 1.591 0.830 -0.298
H 0.595 2.226 0.096
H -0.355 -3.100 1.094
H -2.463 2.897 -2.688
C 0.456 0.555 1.407
H -0.051 1.082 -0.609
O -2.190 2.707 -1.782
H -1.415 -1.597 -1.801
O 3.091 0.217 -0.634
H 1.149 -2.220 0.704
H 1.314 -0.027 1.716
H -0.713 -0.867 2.339
H 3.649 -0.352 -0.097
H -2.235 -0.276 -0.889
H -1.722 0.150 1.505
C 0.144 -2.509 0.391
C -0.771 -0.358 1.374
C -0.752 -1.308 0.206
H -2.448 3.486 -1.286
H 0.271 -3.093 -0.523
H 3.239 0.011 -1.561
C -1.450 -1.017 -0.885

# C5H16NO2

3 unconnected molecules or ions with the total composition C5H16NO2 in a non-equilibrium geometry (wB97M-V/def2-TZVPD, the Open Molecules 2025 dataset).

HOMO: -0.5205 hartree
LUMO level: -3.25 eV
Total energy: -405.0198 Eh
Charge: +1

CARTESIAN COORDINATES (ANGSTROEM)
H -0.006 3.790 1.282
H -1.543 3.771 0.624
H -1.446 0.572 -0.729
N -1.135 1.524 -0.996
C -0.658 3.203 0.717
H -1.686 2.200 -1.490
H -0.347 0.125 1.678
H 1.404 1.081 -0.601
C -0.350 2.030 0.144
H -0.235 -4.681 -0.976
C 0.889 1.295 0.322
O -0.917 -1.187 -1.329
H 1.786 -1.708 1.275
H -0.829 -1.976 -0.630
H -0.935 -1.365 -2.212
C 1.034 -1.339 0.667
C 0.684 0.035 1.261
H 0.484 -3.702 0.089
O -0.277 -3.801 -0.555
H 1.701 2.002 0.689
H -0.418 1.416 -1.743
H 1.403 -1.298 -0.338
H 1.263 0.092 2.171
H 0.134 -2.076 0.682

# C5H16NO2

3 unconnected molecules or ions with the total composition C5H16NO2 in a non-equilibrium geometry (wB97M-V/def2-TZVPD, the Open Molecules 2025 dataset).

HOMO: -0.4728 hartree
LUMO level: -2.97 eV
Total energy: -405.0876 Eh
Charge: +1

CARTESIAN COORDINATES (ANGSTROEM)
H -1.031 -0.661 1.211
O 3.252 -0.814 0.084
C -0.789 -0.031 -2.984
N 0.886 0.140 0.975
H 3.153 -1.589 -0.472
H -2.607 1.633 -1.578
H -3.129 0.323 -0.509
C -2.310 0.701 -1.093
H -2.498 -1.027 -2.508
H 1.225 0.946 0.452
H -1.561 1.521 0.745
H -0.450 -0.719 -3.754
O 1.339 -0.327 3.652
H -0.432 1.613 -0.657
H -0.038 0.749 -2.837
C -1.857 -0.199 -2.217
H 0.852 0.147 4.340
H 0.963 0.388 1.968
H -0.332 -1.008 -0.323
H 1.208 -1.264 3.847
C -0.442 -0.237 0.416
H 4.160 -0.686 0.397
C -1.155 1.011 -0.108
H 1.591 -0.608 0.951

# C5H16NO3

3 unconnected molecules or ions with the total composition C5H16NO3 in a non-equilibrium geometry (wB97M-V/def2-TZVPD, the Open Molecules 2025 dataset).

HOMO: -0.1253 hartree
LUMO level: 3.80 eV
Total energy: -480.5420 Eh
Charge: -1

CARTESIAN COORDINATES (ANGSTROEM)
H 1.741 -0.113 1.934
O 0.145 -2.311 -1.478
H 2.683 -0.170 -1.481
C 0.847 0.087 1.199
C 0.655 1.585 1.181
H -2.034 -1.009 -2.748
H 0.823 1.861 2.203
H -0.749 -1.420 0.080
C 0.302 -1.810 -0.260
H 2.800 -1.547 -0.400
H -2.611 -0.340 -0.724
H -2.467 0.018 0.868
O -1.567 -0.628 -2.138
C -0.593 2.080 0.687
H 0.726 0.317 -0.971
H 0.680 -2.613 0.466
O -3.069 -0.235 0.114
H 1.573 2.110 0.769
C 1.112 -0.446 -0.177
H -0.673 3.168 0.808
H 0.018 -0.441 1.759
H -0.697 1.985 -0.312
N 2.589 -0.589 -0.563
H -0.761 -1.309 -1.977
H -1.472 1.769 1.161

# C5H16NO4

3 unconnected molecules or ions with the total composition C5H16NO4 in a non-equilibrium geometry (wB97M-V/def2-TZVPD, the Open Molecules 2025 dataset).

⟨S²⟩: 0.755
HOMO (alpha / beta): -0.6414 / -0.6414 hartree
LUMO level (alpha / beta): -7.87 / -12.32 eV
Multiplicity: 2
Total energy: -555.0983 Eh
Charge: +2

CARTESIAN COORDINATES (ANGSTROEM)
H 0.150 -1.622 0.183
O 0.648 3.118 -1.147
N 2.245 -1.812 0.407
H 0.344 0.698 1.611
H 2.976 -1.123 0.244
H -1.332 3.751 -0.029
H -1.932 1.150 -3.236
C 0.873 -1.245 0.902
H 2.056 -2.353 -0.438
C -0.112 2.342 -0.504
H 1.925 0.683 0.880
O -1.309 0.525 -2.837
C 0.919 0.281 0.799
H 0.861 -2.743 2.615
H 1.077 0.840 -1.218
C 0.487 -1.788 2.238
H 2.552 -2.504 1.105
O -1.170 2.787 0.047
H -2.810 -0.230 -1.169
H -0.592 -1.958 2.296
H -3.609 1.076 -0.779
H -0.540 0.255 -0.763
O -3.089 0.340 -0.451
H -1.552 -0.267 -3.345
C 0.266 0.930 -0.494
H 0.667 -1.133 3.081

# C5H16NS2

2 unconnected molecules or ions with the total composition C5H16NS2 in a non-equilibrium geometry (wB97M-V/def2-TZVPD, the Open Molecules 2025 dataset).

HOMO: -0.4715 hartree
LUMO level: -3.08 eV
Total energy: -1050.9867 Eh
Charge: +1

CARTESIAN COORDINATES (ANGSTROEM)
H -1.954 -2.479 2.852
C 0.021 -2.862 -1.673
H 1.760 3.076 0.164
N 0.696 0.614 0.026
S -1.465 -1.792 0.385
C -0.729 2.444 -0.772
H 0.632 -2.920 0.439
H -1.598 1.824 -1.024
H -0.739 1.664 1.331
H 0.718 3.729 1.486
C -0.006 1.926 0.473
H -0.690 -4.053 0.105
H -0.925 -2.804 -2.260
H 0.611 -1.940 -1.848
H 0.603 -3.714 -2.084
H 1.124 0.726 -0.873
H -0.032 2.540 -1.646
C -0.301 -3.035 -0.190
H -1.166 3.452 -0.610
C 1.088 2.834 1.010
H 1.417 0.372 0.648
S -0.921 -1.688 2.398
H 0.150 -0.180 -0.047
H 1.708 2.265 1.711

# C5H16O2

3 unconnected molecules or ions with the total composition C5H16O2 in a non-equilibrium geometry (wB97M-V/def2-TZVPD, the Open Molecules 2025 dataset).

HOMO: -0.4049 hartree
LUMO level: 0.64 eV
Total energy: -350.5574 Eh
Charge: 0
SMILES: CCCCC.O.O

CARTESIAN COORDINATES (ANGSTROEM)
H 0.463 1.996 -0.315
H 1.885 2.428 -1.193
H 2.510 1.717 1.674
H -0.568 0.080 0.441
H -5.346 -0.294 -1.969
H 1.918 -0.661 -0.075
H 0.256 -4.290 -2.891
H 1.498 3.356 0.218
H 0.321 0.705 3.261
H 3.266 1.197 0.187
H 0.352 -5.708 -3.446
O -0.275 -5.017 -3.222
H 0.004 -1.169 1.515
H -6.498 -0.214 -2.969
H 0.093 1.863 1.949
C 1.651 -0.056 0.790
O -6.235 -0.618 -2.138
H -1.244 0.854 2.513
C 1.501 2.335 -0.171
C -0.179 0.870 2.308
C 2.306 1.333 0.679
C 0.174 -0.128 1.223
H 2.145 -0.576 1.632

# C5H16O2

3 unconnected molecules or ions with the total composition C5H16O2 in a non-equilibrium geometry (wB97M-V/def2-TZVPD, the Open Molecules 2025 dataset).

HOMO: -0.3848 hartree
LUMO level: 0.81 eV
Total energy: -350.5405 Eh
Charge: 0
SMILES: CCC(C)C.O.O

CARTESIAN COORDINATES (ANGSTROEM)
H -1.717 -2.068 2.377
H -2.508 4.700 -3.958
C -1.144 -2.175 1.447
H 5.373 0.509 -1.476
H -0.057 -0.264 -0.113
H 0.712 -1.782 3.739
C -2.094 -1.604 0.375
O 4.751 1.113 -1.871
H 0.992 -0.147 3.217
H 4.424 1.632 -1.138
H -0.355 0.665 1.461
H -1.062 -3.223 1.122
H -2.966 4.231 -5.368
H -1.635 -1.622 -0.617
H 1.091 -2.034 1.315
H -0.711 -0.654 3.419
O -2.554 3.940 -4.529
H 1.223 0.379 0.930
C 0.241 -1.463 1.660
H -2.262 -0.527 0.543
C 0.286 -0.975 3.144
C 0.218 -0.066 0.915
H -3.031 -2.169 0.451

# C5H16O2

3 unconnected molecules or ions with the total composition C5H16O2 in a non-equilibrium geometry (wB97M-V/def2-TZVPD, the Open Molecules 2025 dataset).

HOMO: -0.3957 hartree
LUMO level: 0.78 eV
Total energy: -350.5471 Eh
Charge: 0
SMILES: CCCCC.O.O

CARTESIAN COORDINATES (ANGSTROEM)
H 1.163 0.884 1.108
C -0.534 0.647 -1.164
H -0.757 -1.159 0.000
H -2.626 -0.242 -1.393
H 0.779 -1.052 -0.486
H -2.272 0.744 0.005
H -1.712 -6.055 -2.043
H 0.619 -0.566 3.233
O 4.162 5.214 0.388
C 0.307 0.189 1.267
C 0.855 -0.883 2.232
H 4.394 5.929 0.982
H 1.940 -0.856 2.089
H 0.396 -1.850 2.040
H -0.519 0.806 1.636
C -2.084 0.649 -1.088
H -0.140 1.599 -0.813
O -1.839 -5.264 -2.560
H -2.549 1.475 -1.629
H 3.506 4.703 0.878
H -2.704 -4.929 -2.357
C -0.019 -0.392 -0.130
H -0.365 0.409 -2.194

# C5H16O3

3 unconnected molecules or ions with the total composition C5H16O3 in a non-equilibrium geometry (wB97M-V/def2-TZVPD, the Open Molecules 2025 dataset).

HOMO: -0.4026 hartree
LUMO level: 0.60 eV
Total energy: -425.7559 Eh
Charge: 0
SMILES: CC(C)CCO.O.O

CARTESIAN COORDINATES (ANGSTROEM)
H 0.154 -0.840 -3.424
H -1.467 0.515 -0.722
C 0.785 -0.519 -1.277
O -0.831 -3.174 1.054
C 2.167 -1.083 -1.647
H 0.107 -1.390 -0.983
H 2.057 -2.066 -2.212
H -0.705 0.512 -2.735
H 2.550 -0.564 -2.530
H -1.349 3.234 3.381
O -0.682 2.861 2.839
H 1.100 0.272 0.571
H 1.236 1.632 -0.627
H 1.029 0.725 -3.035
H -1.578 -0.426 1.040
O -1.163 0.365 1.345
C 0.240 0.004 -2.664
C 0.631 0.673 -0.282
H 2.890 -1.132 -0.871
H -0.994 -2.147 1.169
H 0.068 -3.147 1.317
H -0.871 1.963 2.665
H -1.069 2.107 0.172
C -0.781 0.980 0.022